A molecular structure, C54H44F7N6OP2RuSe2 in a non-equilibrium geometry, computed with ωB97M-V with the def2-TZVPD basis set.

The geometry in XYZ format:
```
117
Properties=species:S:1:pos:R:3:forces:R:3:lowdin_charge:R:1
Ru 1.1724 -1.2967 2.3200 -0.5694 -1.1142 0.0464 1.560
C -0.0383 -3.5537 0.0623 0.4163 0.9322 -0.4717 -0.024
C 1.4146 -3.6992 0.4330 1.4859 -1.0270 -0.5005 -0.297
C 2.1553 -4.8059 -0.0230 -0.1203 1.2223 0.4146 -0.032
C 3.5279 -4.9114 0.2634 0.0912 1.1173 0.2747 -0.044
C 4.1914 -3.8267 0.8396 -0.4522 -1.2834 -0.1023 -0.010
C 3.4255 -2.7198 1.2399 1.7155 1.3317 1.0653 -0.229
N 2.0880 -2.7648 1.1567 -2.2396 0.7534 -0.8314 -0.033
C 3.9680 -1.4529 1.8074 0.1827 -2.1393 -1.6453 -0.203
C 5.3055 -1.0386 1.7482 -0.1204 2.0545 0.7988 0.009
C 5.5551 0.2816 2.2016 0.3794 -2.0625 -0.9903 -0.047
C 4.5505 1.0966 2.7339 -1.9806 -0.6414 0.5322 -0.033
C 3.2614 0.6145 2.8468 1.3204 0.3471 -0.5372 -0.191
N 3.0005 -0.5773 2.2522 -0.8471 0.1077 1.0257 -0.059
C 2.0495 1.3721 3.4440 -0.0573 -2.7740 0.3812 -0.341
C 2.3461 1.8822 4.8044 0.8789 1.0018 -0.0950 0.023
C 1.5401 1.6997 5.8807 0.5907 0.8104 0.2390 -0.048
C 0.3403 1.0092 5.7559 -0.5433 0.5580 0.3697 0.003
C 0.0198 0.4470 4.5189 0.7722 -0.2731 -1.0206 -0.302
C -1.3963 0.0595 4.2729 -0.4243 -0.6310 -0.7768 -0.025
N 0.9846 0.3250 3.5811 -1.8062 0.5631 0.0753 -0.015
H -0.3371 -4.4345 -0.4844 -0.1835 -0.3944 0.0584 0.076
H -0.1788 -2.7011 -0.6534 0.2672 -0.3958 0.7633 0.072
H -0.6843 -3.3980 0.9215 -0.0532 0.0383 0.0663 0.060
H 1.7006 -5.5335 -0.6536 -0.4548 -0.4730 -0.1478 0.100
H 4.0592 -5.8216 0.0037 0.0345 0.1942 -0.0146 0.109
H 5.2413 -3.9349 1.0837 -0.0370 0.3561 -0.1120 0.110
H 6.1290 -1.6343 1.3464 -0.5357 0.0782 0.1546 0.117
H 6.5505 0.6638 2.1242 0.4298 0.1810 -0.0273 0.096
H 4.7170 2.0776 3.0678 0.6663 0.9807 0.4933 0.075
H 3.2553 2.4784 4.8720 -0.3042 -0.0326 0.2673 0.116
H 1.7512 2.2472 6.7987 0.2058 -0.4280 -0.0874 0.120
H -0.3924 0.9958 6.5708 0.3093 -0.0234 -0.4392 0.133
H -2.0559 0.6817 4.8720 0.0811 0.1858 0.0959 0.090
H -1.6193 -0.9675 4.5532 0.1324 -0.1032 -0.0466 0.060
H -1.6668 0.1739 3.2067 0.2848 -0.0617 0.4811 0.059
Se -5.3028 0.3997 -0.7958 -0.4130 0.1917 -0.0023 0.280
P -3.6031 0.4131 -2.0635 -1.8189 -0.2975 1.8906 0.521
C -3.8209 -1.0583 -3.0518 0.4098 0.0437 -0.2529 -0.398
C -4.8368 -1.0674 -3.9853 -0.7940 0.8404 -1.2788 -0.110
C -5.2223 -2.2594 -4.5897 -1.2286 1.0979 -0.4546 -0.087
C -4.6548 -3.4280 -4.2164 1.0065 -1.5058 0.6787 -0.099
C -3.6706 -3.4457 -3.2344 0.2498 0.3150 0.1648 -0.071
C -3.2438 -2.2567 -2.6568 0.6157 -0.5148 0.8005 -0.086
C -3.6841 1.9185 -3.0155 1.0076 -0.1357 -1.3728 -0.374
C -3.5789 1.8506 -4.4142 -0.4116 0.1191 0.3935 -0.096
C -3.9685 2.9510 -5.1736 0.7722 0.0711 -0.2777 -0.075
C -4.1917 4.1668 -4.5578 -0.7519 -0.5652 0.6932 -0.082
C -4.2046 4.2371 -3.1702 0.1775 0.7110 0.4892 -0.077
C -3.9712 3.1220 -2.3868 0.0673 -0.1687 0.5771 -0.112
C -2.2142 0.2339 -0.9881 1.6805 -0.4806 1.7954 -0.432
C -0.8130 0.1060 -1.2166 -2.3045 0.1229 2.7042 -0.485
N -0.2411 0.0459 0.0620 -0.7623 0.1987 -0.6557 -0.086
N -1.2293 0.1384 0.9465 0.2962 -0.8484 -0.2702 -0.138
N -2.4297 0.1708 0.4270 1.1310 0.7635 -2.8873 -0.007
P 0.2383 0.2621 -2.5931 3.4910 0.5836 0.2887 0.607
Se 2.2364 -0.1094 -1.7826 -0.2937 -0.5694 -0.4573 0.241
C 0.4986 2.0066 -3.0102 -1.5441 0.2018 0.1782 -0.407
C 0.0245 2.9648 -2.1102 -0.3211 -0.4548 0.3506 -0.090
C 0.4227 4.2896 -2.2333 0.4203 -0.0648 -0.0082 -0.074
C 1.2868 4.6481 -3.2731 0.0569 -0.6667 -0.3700 -0.075
C 1.6641 3.6972 -4.2350 -0.2024 -0.5542 0.0299 -0.070
C 1.2503 2.3723 -4.1149 -0.0882 -0.1046 -0.2074 -0.118
C -0.0257 -0.6847 -4.0964 -1.0843 0.0029 -0.4731 -0.356
C 0.3193 -2.0312 -4.0622 0.4749 0.3134 -0.2365 -0.109
C 0.2787 -2.7486 -5.2534 -0.1541 -0.6307 0.7350 -0.064
C -0.1818 -2.1455 -6.4232 0.3835 -1.0119 -0.5193 -0.090
C -0.5947 -0.8391 -6.4607 -0.3970 0.8678 0.1197 -0.080
C -0.5183 -0.1064 -5.2817 0.2279 0.9919 0.7510 -0.095
H -5.3514 -0.1208 -4.2902 0.5034 -0.9920 0.4948 0.124
H -6.0631 -2.3044 -5.2883 0.3855 0.3391 0.1033 0.114
H -4.9571 -4.3738 -4.6414 -0.1669 -0.0047 -0.1326 0.104
H -3.2502 -4.3798 -2.8908 0.0322 -0.0815 -0.0502 0.100
H -2.5183 -2.2816 -1.8085 -0.5647 0.0913 -0.9008 0.110
H -3.2576 0.9205 -4.8747 -0.2429 0.1427 -0.0788 0.088
H -4.0279 2.9035 -6.2517 0.1334 -0.1820 -0.0870 0.103
H -4.5124 5.0292 -5.1028 0.0980 0.3354 -0.4320 0.098
H -4.4128 5.2042 -2.7059 0.0550 -0.3472 -0.0233 0.109
H -4.0103 3.1115 -1.2834 -0.1843 0.2884 -0.7076 0.100
H -0.6478 2.6184 -1.2940 0.6275 0.5178 -0.5613 0.109
H 0.1228 5.0014 -1.4660 0.0169 0.0061 -0.3121 0.102
H 1.6921 5.6402 -3.3699 -0.1226 0.3013 0.1173 0.095
H 2.2921 3.9037 -5.0986 -0.0822 0.4794 0.2788 0.104
H 1.4647 1.5945 -4.8658 0.3380 0.6625 0.4182 0.112
H 0.7587 -2.3987 -3.1271 -0.2367 -0.2527 -0.4755 0.077
H 0.5695 -3.8088 -5.1944 -0.0938 0.5932 -0.4427 0.113
H -0.1689 -2.6834 -7.3690 -0.0676 -0.2002 0.2876 0.107
H -0.9829 -0.3980 -7.3974 0.3779 -0.2177 0.7077 0.119
H -0.7249 0.9788 -5.2398 -0.1928 -0.7483 -0.2758 0.102
F 1.9781 7.8880 2.4783 -0.5211 -0.4162 0.4393 0.048
C 1.7728 6.5571 2.6887 1.1469 0.7731 0.2506 -0.283
C 0.5541 5.9792 2.5184 -1.2153 -0.0730 -0.7772 -0.007
C 0.5020 4.5894 2.4807 -0.5247 -0.4096 0.0938 -0.028
C 1.6412 3.8111 2.6040 0.2295 -0.3588 0.1514 -0.211
C 1.5224 2.3247 2.3487 0.4861 0.8092 -0.7074 -0.049
C 2.8448 4.4293 2.9535 -0.2786 0.2770 -0.1400 -0.022
C 2.8862 5.8204 3.0575 1.0925 -0.4557 0.1657 0.004
H -0.3515 6.5562 2.2875 0.5711 -0.1128 0.2130 0.130
H -0.4568 4.0668 2.3413 0.4222 0.4502 -0.0927 0.127
H 2.0461 2.0215 1.4205 -0.2131 0.4132 0.2663 0.137
H 0.4852 2.1253 2.1310 -0.3960 -0.3385 0.1890 0.096
H 3.7359 3.8071 3.0811 -0.2575 0.5457 0.0901 0.097
H 3.8042 6.3246 3.4120 -0.6206 -0.2074 -0.5918 0.130
C -1.6075 -4.1021 4.1004 -0.6709 1.2881 -0.4847 0.024
C -0.0953 -3.7498 4.0809 -2.1744 0.6527 -0.1766 -0.395
O 0.0290 -2.6097 3.2626 0.3254 -0.6514 0.5515 -0.278
C 0.6372 -4.9747 3.5605 1.6396 -0.4557 -0.4764 -0.581
F 1.8885 -4.6805 3.1658 0.1766 0.3207 0.2298 0.151
F 0.0504 -5.5275 2.5051 -0.6820 0.1623 -0.4886 0.170
F 0.7666 -5.9595 4.4546 -0.3323 0.0612 0.6502 0.174
C 0.2557 -3.4498 5.5520 0.8110 1.2530 0.0427 -0.559
F -0.1642 -4.3560 6.4246 -0.0814 -0.2716 -0.1234 0.180
F 1.5803 -3.2978 5.7038 0.2165 -0.1651 0.0554 0.160
F -0.2861 -2.2599 5.9393 0.0316 -0.5664 -0.2684 0.123
H -1.9964 -3.9330 3.0759 0.3137 -0.4698 0.5167 0.106
H -2.1184 -3.3147 4.6966 0.2921 -0.6659 -0.1601 0.100
H -1.8684 -5.0906 4.4757 0.1860 0.0620 -0.0192 0.102
```
Positions in Å, forces in eV/Å.

The HOMO energy (spin up / spin down) is -5.5594 / -6.8502 eV. The orbital gap (spin up / spin down) comes out at 0.1938 / 0.1703 Ha. The energy above the lowest of the compared OMol25 structures with the same formula, charge and spin is 0.0 kJ/mol. The LUMO energy (spin up / spin down) is -0.285 / -2.216 eV. Its energy is -238571.072 eV. Its spin multiplicity is 6. As for the charge: 0.